[1]
The following is a DFT calculation (the ωB97M-V functional and the def2-TZVPD basis) of a 12-piece molecular cluster, C49H112F15N7O20S5 overall.

Geometry as XYZ:
```
208
Properties=species:S:1:pos:R:3:mulliken_charge:R:1
C 17.595 -0.380 28.783 -1.00
C 18.436 0.874 29.050 1.57
C 17.754 2.302 28.997 -1.07
O 18.525 3.250 29.632 -0.32
C 19.109 4.337 28.855 -0.59
N 19.251 0.713 30.314 0.83
H 18.637 0.953 31.079 0.51
H 19.678 -0.162 30.582 -0.12
H 19.903 1.484 30.286 -0.01
H 17.109 -0.291 27.811 0.56
H 16.730 -0.600 29.408 0.60
H 18.147 -1.302 28.600 -0.29
H 19.239 0.857 28.314 -0.70
H 16.692 2.240 29.233 0.35
H 17.693 2.498 27.927 0.46
H 18.435 4.955 28.262 0.33
H 19.883 3.789 28.318 0.25
H 19.492 5.152 29.469 0.18
C 22.511 4.533 21.329 -1.37
C 22.160 3.270 22.318 0.32
C 23.206 2.157 22.231 -1.06
O 23.060 1.152 23.254 0.26
C 23.685 -0.035 22.854 -0.96
N 22.226 3.739 23.832 0.42
H 23.147 3.846 24.233 0.31
H 21.850 4.663 23.988 0.53
H 21.747 3.154 24.502 0.12
H 23.522 4.926 21.439 0.36
H 21.822 5.333 21.599 0.41
H 22.403 4.347 20.261 0.39
H 21.157 2.854 22.221 0.23
H 24.227 2.528 22.142 0.36
H 23.107 1.656 21.268 0.58
H 24.682 0.014 22.418 0.45
H 23.102 -0.513 22.067 0.46
H 23.722 -0.793 23.636 -0.13
C 22.417 -0.887 28.984 -0.30
C 23.702 -0.204 28.366 -0.21
C 24.935 -1.098 28.554 1.12
O 25.995 -0.314 27.925 -0.05
C 27.242 -1.012 27.716 -0.64
N 23.442 0.037 26.872 2.98
H 24.292 0.469 26.538 -0.23
H 23.357 -0.892 26.485 -0.55
H 22.643 0.593 26.603 -0.05
H 21.568 -0.219 29.127 -0.27
H 22.755 -1.310 29.930 0.60
H 22.276 -1.767 28.356 -0.18
H 23.950 0.734 28.863 0.34
H 24.870 -2.118 28.175 -1.36
H 25.108 -1.064 29.629 0.66
H 27.757 -1.223 28.653 0.29
H 27.811 -0.386 27.029 0.23
H 27.042 -1.954 27.204 0.12
C 29.341 0.568 33.869 -0.94
N 28.308 1.402 33.021 0.15
C 28.077 2.705 33.834 -0.84
C 29.052 1.702 31.732 -1.04
C 27.078 0.456 32.746 -0.85
C 25.748 1.230 32.407 -0.37
O 26.012 2.229 31.417 -0.36
H 28.929 0.418 34.867 0.43
H 30.345 0.985 33.938 0.37
H 29.467 -0.458 33.522 0.38
H 27.572 2.514 34.781 0.35
H 27.510 3.292 33.112 0.35
H 29.018 3.247 33.922 0.37
H 29.132 0.774 31.166 0.50
H 29.995 2.194 31.968 0.37
H 28.457 2.455 31.216 0.35
H 26.972 -0.288 33.535 0.39
H 27.354 -0.094 31.846 0.35
H 25.267 1.711 33.259 0.40
H 25.007 0.470 32.161 0.49
H 25.223 2.249 30.871 0.32
C 25.226 -6.618 28.572 -0.93
N 24.267 -5.740 29.455 0.97
C 24.961 -4.472 30.133 -0.76
C 23.346 -5.161 28.409 -1.39
C 23.488 -6.525 30.537 -0.17
C 24.365 -7.495 31.326 -0.94
O 25.378 -6.762 31.908 -0.49
H 26.101 -6.867 29.173 0.36
H 25.539 -5.889 27.824 0.20
H 24.659 -7.440 28.136 0.36
H 25.400 -3.848 29.354 0.13
H 25.674 -4.775 30.899 0.29
H 24.091 -4.025 30.613 0.39
H 23.806 -4.534 27.646 0.16
H 22.531 -4.560 28.813 0.34
H 22.946 -5.932 27.751 0.63
H 22.615 -7.114 30.256 0.43
H 23.033 -5.907 31.311 0.12
H 24.834 -8.282 30.735 0.37
H 23.690 -7.877 32.091 0.44
H 25.921 -7.302 32.487 0.34
C 14.516 -4.455 31.156 -1.31
C 15.311 -5.294 30.080 -0.72
C 16.361 -4.562 29.224 1.10
C 16.500 -5.254 27.874 -1.16
N 17.409 -4.468 26.897 0.73
C 18.800 -4.302 27.597 0.33
C 19.828 -4.180 26.499 0.34
C 19.154 -4.559 25.110 -0.50
C 17.965 -5.292 25.614 -0.89
C 16.881 -3.126 26.577 0.53
C 15.701 -3.105 25.641 -0.57
C 15.157 -1.699 25.294 -1.37
H 14.006 -3.643 30.637 0.36
H 15.169 -3.873 31.806 0.29
H 13.795 -5.069 31.695 0.40
H 14.662 -5.959 29.512 0.48
H 15.905 -5.959 30.707 0.29
H 17.255 -4.572 29.848 -0.33
H 16.139 -3.499 29.135 -0.12
H 15.575 -5.282 27.298 0.56
H 16.997 -6.222 27.938 0.37
H 18.835 -3.393 28.198 -0.53
H 18.996 -5.126 28.283 0.28
H 20.378 -3.247 26.617 -0.19
H 20.618 -4.916 26.651 -0.27
H 18.797 -3.717 24.516 0.03
H 19.809 -5.144 24.465 0.64
H 17.233 -5.440 24.820 0.64
H 18.169 -6.309 25.947 0.47
H 17.683 -2.575 26.085 0.06
H 16.785 -2.431 27.411 -0.63
H 14.793 -3.596 25.993 0.29
H 15.982 -3.720 24.786 0.22
H 15.073 -0.999 26.125 0.30
H 14.091 -1.782 25.084 0.47
H 15.563 -1.297 24.365 0.29
C 31.074 -1.699 27.506 -1.34
C 30.177 -2.751 26.838 -0.41
C 29.926 -2.278 25.433 -0.25
C 28.969 -3.334 24.694 -0.61
N 29.102 -3.446 23.104 0.20
C 27.962 -4.344 22.491 -0.41
C 28.213 -5.803 22.894 -0.33
C 29.705 -5.862 22.921 -0.82
C 30.211 -4.387 22.706 -0.67
C 29.269 -1.992 22.605 -1.10
C 28.030 -1.084 22.839 0.79
C 28.095 0.302 23.483 -1.14
H 31.492 -2.067 28.443 0.39
H 30.357 -0.894 27.668 0.27
H 31.924 -1.348 26.922 0.31
H 29.308 -2.787 27.494 0.06
H 30.715 -3.692 26.954 0.49
H 30.866 -2.136 24.900 0.71
H 29.511 -1.282 25.593 -0.27
H 27.888 -3.273 24.820 0.08
H 29.283 -4.318 25.043 0.71
H 27.925 -4.104 21.428 0.51
H 27.010 -4.009 22.903 0.11
H 27.682 -6.549 22.302 0.56
H 27.816 -5.911 23.903 0.03
H 30.022 -6.492 22.089 0.32
H 30.065 -6.352 23.826 0.38
H 30.510 -4.296 21.662 0.47
H 31.054 -4.066 23.317 0.43
H 29.538 -1.993 21.548 0.53
H 30.184 -1.598 23.049 0.46
H 27.328 -1.700 23.401 -0.45
H 27.610 -1.011 21.835 0.50
H 27.136 0.766 23.713 0.03
H 28.531 1.029 22.797 0.43
H 28.579 0.286 24.459 0.13
C 23.390 -4.865 24.351 0.33
F 22.785 -5.552 25.335 -0.17
F 24.150 -5.727 23.639 -0.18
F 22.395 -4.296 23.646 -0.18
S 24.543 -3.415 25.100 0.98
O 25.605 -3.984 25.988 -0.53
O 25.012 -2.570 24.021 -0.46
O 23.622 -2.680 25.952 -1.50
C 19.772 -4.758 31.953 0.46
F 19.856 -5.406 30.865 -0.18
F 18.522 -4.613 32.300 -0.22
F 20.500 -5.350 32.935 -0.25
S 20.564 -2.974 31.653 1.19
O 21.824 -3.397 30.986 -0.78
O 19.695 -2.164 30.768 -0.74
O 20.866 -2.360 32.937 -0.72
C 27.384 3.915 25.553 0.43
F 27.675 3.548 24.325 -0.20
F 28.240 3.397 26.450 -0.20
F 27.413 5.286 25.576 -0.21
S 25.597 3.322 26.076 1.05
O 25.489 3.802 27.435 -0.65
O 24.701 4.034 25.133 -1.09
O 25.548 1.814 25.907 -1.02
C 19.627 -0.233 23.683 0.34
F 18.417 -0.738 23.358 -0.25
F 20.483 -1.232 23.685 -0.07
F 19.914 0.644 22.645 -0.27
S 19.660 0.695 25.451 0.86
O 20.610 1.806 25.347 -0.93
O 18.283 1.127 25.661 -0.71
O 20.031 -0.356 26.408 -0.38
C 21.972 4.753 31.863 0.33
F 22.499 4.930 33.053 -0.20
F 20.598 4.864 32.055 -0.21
F 22.463 5.616 30.948 -0.19
S 22.348 2.887 31.311 1.48
O 23.675 2.891 30.759 -0.84
O 22.168 2.041 32.538 -0.89
O 21.326 2.561 30.306 -0.89
```

Summary:
**Multiplicity**: 1
**Frontier orbital gap**: 8.55 eV
**Total charge**: +2
**Electronic energy**: -7310.55435 Eh
**Highest occupied orbital energy**: -12.008 eV
**LUMO energy**: -3.5 eV

[2]
The following is a DFT calculation (the ωB97M-V functional and the def2-TZVPD basis) of C4H10Cl2IN2OP as an isolated structure.

Geometry as XYZ:
```
21
Properties=species:S:1:pos:R:3:nbo_charge:R:1
C -0.829 0.326 -1.151 -0.23
C -0.465 -1.478 0.575 -0.25
C -0.230 -0.159 -2.475 -0.38
C -0.773 -1.225 2.053 -0.37
N 1.645 1.793 0.288 -1.32
N -0.118 -0.215 -0.031 -0.82
O 2.424 -0.812 0.502 -1.06
P 1.439 0.248 0.312 2.29
Cl 1.526 0.108 -2.378 0.00
Cl 0.497 -0.152 2.675 0.04
I -1.036 3.202 1.229 -0.31
H -1.883 0.041 -1.089 0.22
H -0.760 1.415 -1.117 0.24
H -1.336 -1.913 0.081 0.22
H 0.377 -2.176 0.498 0.23
H -0.622 0.406 -3.318 0.23
H -0.388 -1.227 -2.628 0.21
H -0.757 -2.146 2.633 0.23
H -1.722 -0.705 2.182 0.23
H 2.613 2.056 0.392 0.41
H 0.397 2.613 0.766 0.19
```

Summary:
**Multiplicity**: 1
**Frontier orbital gap**: 9.39 eV
**Electronic energy**: -1902.61503 Eh
**Highest occupied orbital energy**: -8.920 eV
**ΔE to the lowest compared entry with this formula, charge and spin**: 0.0 kJ/mol
**LUMO energy**: 0.5 eV

[3]
The following is a DFT calculation (the ωB97M-V functional and the def2-TZVPD basis) of one molecule with the formula C3H9N.

Geometry as XYZ:
```
13
Properties=species:S:1:pos:R:3:nbo_charge:R:1
C -0.576 0.753 1.013 -0.64
C 0.251 0.239 -0.254 -0.05
C -0.530 -0.746 -1.146 -0.61
N 1.526 -0.175 0.109 -0.83
H 0.063 1.240 1.866 0.21
H -1.141 -0.185 1.422 0.20
H -1.376 1.560 0.707 0.21
H 0.292 1.121 -0.958 0.17
H 0.050 -1.030 -2.056 0.22
H -1.494 -0.356 -1.375 0.21
H -0.593 -1.794 -0.684 0.19
H 1.578 -1.084 0.612 0.35
H 1.950 0.457 0.742 0.36
```

Summary:
**Multiplicity**: 1
**Frontier orbital gap**: 10.18 eV
**Electronic energy**: -174.42393 Eh
**Highest occupied orbital energy**: -9.018 eV
**SMILES string**: CC(C)N
**ΔE to the lowest compared entry with this formula, charge and spin**: 76.4 kJ/mol
**LUMO energy**: 1.2 eV

[4]
The following is a DFT calculation (the ωB97M-V functional and the def2-TZVPD basis) of C12H28ClO3P2Zr as an isolated structure.

Geometry as XYZ:
```
47
Properties=species:S:1:pos:R:3:nbo_charge:R:1
C -1.140 3.325 -4.479 -0.75
C -1.145 2.538 -3.189 0.67
H -1.792 4.182 -4.296 0.30
H -1.544 2.775 -5.342 0.31
H -0.147 3.703 -4.748 0.29
O -1.824 2.710 -2.196 -0.44
Cl 0.100 1.085 -3.129 -0.15
Zr 0.322 -0.087 -0.481 1.82
P -2.100 -1.184 -0.748 0.81
C -3.533 -1.402 0.367 -0.89
C -3.074 -0.765 -2.253 -0.91
H -3.828 -1.566 -2.361 0.29
H -2.810 -3.384 -1.439 0.29
H -2.464 -0.676 -3.161 0.26
H -1.036 -3.210 -1.749 0.26
H -3.977 -0.439 0.598 0.27
H -3.587 0.191 -2.121 0.27
C -1.849 -3.007 -1.031 -0.90
H -4.254 -2.011 -0.185 0.28
H -1.627 -3.571 -0.105 0.28
H -3.276 -1.916 1.291 0.27
P 1.941 1.706 0.632 0.82
C 1.907 2.431 2.294 -0.90
C 3.586 0.871 0.853 -0.91
H 2.525 2.998 -1.394 0.26
H 3.407 3.520 0.113 0.29
H 1.695 3.983 -0.156 0.27
C 2.439 3.192 -0.313 -0.91
H 3.890 0.245 -0.005 0.26
H 4.293 1.719 0.971 0.28
H 2.842 2.986 2.401 0.29
H 1.832 1.653 3.050 0.27
H 3.645 0.235 1.758 0.28
H 1.055 3.093 2.388 0.27
C -0.940 0.954 0.941 0.42
O -1.580 1.598 1.693 -0.28
C -0.130 -2.685 2.716 -0.64
C 1.105 -2.033 2.137 0.09
C 2.315 -2.946 2.065 -0.64
O 0.854 -1.387 0.856 -0.77
H -0.557 -3.472 2.079 0.22
H -0.930 -1.947 2.917 0.21
H 0.131 -3.212 3.654 0.28
H 1.381 -1.234 2.855 0.19
H 2.165 -3.831 1.429 0.24
H 3.206 -2.370 1.752 0.22
H 2.508 -3.361 3.068 0.27
```

Summary:
**Multiplicity**: 1
**Frontier orbital gap**: 7.93 eV
**Total charge**: +3
**Electronic energy**: -1888.68783 Eh
**Highest occupied orbital energy**: -20.349 eV
**LUMO energy**: -12.4 eV

Question: Number 1 is which compound?
Answer: C49H112F15N7O20S5